[1]
The following is a quantum chemistry calculation of a 9-piece molecular cluster, C32H82BFNO12S overall at a distorted geometry, from the OMol25 dataset.

The geometry in XYZ format:
```
130
C32H82BFNO12S (ωB97M-V/def2-TZVPD)
S 1.40 0.28 -3.47
F 1.05 1.78 -3.80
O 1.62 -0.03 0.13
O -7.95 -5.10 -2.87
O 4.90 7.05 -4.64
O -4.03 -7.92 1.98
O 0.18 -0.39 -3.20
O 7.12 3.25 2.04
O -7.46 -7.25 0.43
O -6.00 -2.72 -1.37
O 2.16 -0.20 -4.56
O 2.97 -0.70 -1.62
O 3.15 1.93 4.18
O 4.24 4.72 0.12
N 5.05 -1.22 2.69
C 0.88 3.76 1.59
C 1.87 2.42 -0.29
C 5.31 1.33 5.04
C 2.41 0.48 -1.99
C 4.27 2.42 4.90
C -7.30 -0.99 -2.46
C -3.00 -8.51 4.10
C 1.76 2.59 1.22
C -3.36 2.09 0.47
C 8.40 3.20 2.66
C 6.64 8.63 -5.29
C -3.40 0.30 -1.34
C -7.80 -9.62 0.85
C -6.74 -5.67 -2.35
C -6.48 -2.26 -2.63
C 1.50 1.01 -0.78
C -1.25 4.77 0.65
C -0.58 3.52 1.18
C 6.10 7.22 -5.40
C 5.26 4.95 -2.07
C -2.99 -8.67 2.59
C -2.66 4.55 0.07
C 8.84 1.76 2.86
C 4.69 5.65 -0.85
C -6.46 -7.01 -2.99
C -2.43 -1.97 -0.92
C -3.40 1.79 -1.02
C -3.55 3.57 0.82
C -2.26 -0.48 -0.71
C -6.82 -8.46 0.84
C 3.48 -1.75 0.78
C 3.64 -1.28 2.24
B 3.00 -0.50 -0.11
H -3.16 -9.71 2.32
H 5.44 6.31 -0.40
H 8.36 3.73 3.61
H 5.91 9.35 -5.67
H 5.54 -2.00 2.27
H -1.24 5.56 1.39
H -7.67 -0.63 -3.42
H 4.67 3.26 4.34
H -3.96 -8.82 4.51
H 8.87 1.23 1.91
H 6.82 6.50 -5.00
H -2.21 -9.11 4.56
H -4.35 2.18 -1.39
H 2.77 1.19 4.67
H -2.84 -7.46 4.38
H -3.31 0.17 -2.41
H 6.11 4.33 -1.79
H -2.14 -0.29 0.36
H 0.95 3.95 2.66
H -6.70 -0.21 -1.99
H -8.25 -9.76 -0.13
H 4.91 0.46 5.57
H -1.33 -0.20 -1.19
H 4.45 -2.07 0.41
H 3.94 2.78 5.88
H 1.23 4.65 1.08
H -3.45 3.70 1.90
H -5.94 -4.97 -2.56
H 2.85 2.69 -0.66
H -2.61 4.32 -0.98
H -3.16 5.52 0.11
H 9.82 1.71 3.33
H -2.44 -2.22 -1.97
H 9.10 3.72 2.01
H 3.25 -0.26 2.30
H 5.61 0.97 4.05
H -5.62 -2.07 -3.27
H 3.82 6.25 -1.13
H 5.90 6.96 -6.44
H -1.16 3.08 1.98
H 6.83 8.88 -4.24
H -4.35 -0.14 -1.02
H -6.02 -8.65 0.13
H -4.59 3.82 0.58
H -6.76 -2.89 -0.81
H -7.28 -7.71 -2.79
H -8.16 -1.17 -1.81
H -8.17 -7.06 1.06
H -7.31 -10.55 1.15
H 3.83 0.42 0.06
H 8.12 1.23 3.50
H -7.08 -3.04 -3.09
H 2.78 -2.59 0.72
H -8.62 -9.43 1.55
H 4.51 4.29 -2.52
H -0.64 5.14 -0.17
H 3.06 -1.92 2.90
H 1.44 1.68 1.71
H -6.38 -8.32 1.82
H -6.38 -6.91 -4.07
H 6.19 1.69 5.57
H 7.56 8.75 -5.86
H -0.54 2.81 0.35
H -1.61 -2.52 -0.47
H 0.47 1.07 -1.14
H -4.19 1.54 0.92
H -5.54 -7.45 -2.60
H 6.50 2.80 2.62
H -3.35 -2.31 -0.45
H 2.75 2.81 1.62
H -6.83 -5.76 -1.27
H -2.02 -8.36 2.18
H 5.58 5.67 -2.82
H -8.67 -5.72 -2.67
H -2.58 2.26 -1.55
H 1.16 3.11 -0.75
H -3.88 -6.99 2.20
H -2.48 1.68 0.93
H 3.22 1.21 -2.10
H 5.44 -0.35 2.37
H 4.25 7.67 -4.99
H 5.00 4.18 0.39
```

Its LUMO energy is 0.069 Eh. The calculation puts the energy at -74803.8717 eV. The charge is -1. The molecular weight is 734.9 g/mol.

***

[2]
The following is a quantum chemistry calculation of a 18-piece molecular cluster, C32H85FNO19P overall at a distorted geometry, from the OMol25 dataset.

The geometry in XYZ format:
```
139
C32H85FNO19P (ωB97M-V/def2-TZVPD)
P -0.62 -3.27 0.20
F 0.48 6.14 0.11
O 0.44 -6.59 1.27
O 1.03 -11.36 1.98
O 1.71 0.71 4.59
O 1.27 4.72 -8.06
O 0.49 4.36 7.74
O 0.77 -0.30 -4.72
O 4.81 7.64 -0.79
O 0.02 -8.31 -1.08
O 1.67 5.32 -3.90
O -1.38 -8.02 5.09
O -2.55 8.08 6.33
O -5.48 0.07 -0.40
O -2.19 6.11 -4.83
O -4.20 -2.17 -2.93
O 2.67 0.61 -7.72
O 2.61 1.47 -0.84
O 1.03 -9.20 -4.65
O -1.48 6.07 4.57
O -1.74 3.37 -2.27
N 2.04 3.88 0.77
C 3.01 0.16 4.78
C 4.40 8.88 -1.37
C -0.48 6.06 5.58
C -0.13 3.80 -0.48
C -2.18 0.54 -1.11
C 1.48 1.77 -0.55
C -2.09 -0.89 -0.76
C 0.96 -2.36 2.46
C -0.16 -3.38 2.04
C 0.36 -0.64 -0.27
C 1.76 -0.33 -3.69
C -2.26 -4.19 0.11
C -0.43 -9.65 -1.29
C -0.94 -7.80 6.43
C 2.12 5.54 -2.56
C 3.04 -0.31 -8.74
C -1.30 5.02 1.40
C 1.08 3.22 -0.10
C -2.40 9.33 6.99
C -5.05 0.28 0.94
C 0.70 2.99 8.07
C -1.01 1.40 -1.05
C -1.08 6.28 -5.71
C -0.31 -7.53 2.02
C 0.81 -11.25 3.38
C -4.59 -0.93 -3.50
C -0.57 5.21 0.00
C 0.27 0.78 -0.63
C -1.06 2.93 -1.37
C 2.43 -9.11 -4.41
C -0.82 -1.50 -0.32
C 1.47 3.35 -7.74
H 0.96 4.67 -3.85
H 4.12 -0.49 -8.71
H 2.76 -8.08 -4.54
H -0.78 5.39 6.38
H -0.86 5.68 2.20
H -1.36 -7.48 1.73
H 1.33 -1.08 0.05
H 2.51 -1.25 -8.61
H 0.18 -4.41 2.28
H 0.88 -8.92 -5.56
H -0.60 -8.74 6.87
H -1.16 3.95 1.72
H -0.33 7.07 5.97
H -3.50 7.92 6.24
H 2.63 -9.42 -3.39
H 1.57 2.78 -8.66
H -5.88 0.67 1.54
H 5.22 9.32 -1.94
H 0.45 5.70 5.14
H 2.59 4.50 0.17
H 1.44 -1.01 -2.90
H 0.75 -12.25 3.82
H 0.08 -8.54 1.84
H 1.86 -11.83 1.85
H -4.69 -0.66 1.36
H -2.11 -5.29 -0.04
H -2.29 6.39 4.98
H -2.89 -3.83 -0.75
H -1.91 5.52 -4.13
H 2.97 -9.76 -5.10
H -2.87 9.29 7.98
H -0.13 -10.73 3.55
H 1.50 4.39 1.46
H 1.18 5.19 -7.22
H -3.96 -2.75 -3.65
H 1.29 5.92 -1.96
H 0.54 -1.33 2.34
H -1.11 -3.20 2.62
H 2.91 0.21 -6.87
H 1.30 -2.45 3.52
H -0.07 -7.85 -1.92
H 2.95 -0.61 5.56
H 2.78 0.12 -9.70
H -2.41 5.18 1.33
H -1.33 5.68 -0.69
H 4.11 9.56 -0.57
H -4.87 -0.24 -2.70
H 3.54 8.71 -2.03
H 0.18 -10.13 -2.06
H -0.22 -7.29 3.08
H 1.79 1.38 3.90
H -1.76 -7.40 7.02
H 5.06 7.06 -1.52
H 2.92 6.28 -2.58
H -4.24 1.01 0.94
H -1.34 9.54 7.11
H -1.37 6.95 -6.52
H 2.69 -0.69 -4.12
H 0.60 2.97 -7.18
H 0.40 4.84 8.57
H 0.80 2.42 7.14
H 1.61 2.88 8.66
H -0.79 5.31 -6.13
H -0.24 6.72 -5.16
H -2.80 -4.01 1.08
H -0.34 -10.20 -0.36
H -6.20 -0.57 -0.37
H -2.99 -1.56 -0.78
H 2.37 3.23 -7.14
H 3.70 0.94 5.10
H 1.63 -10.69 3.84
H -0.04 0.02 -4.32
H -2.86 10.12 6.39
H -3.17 0.93 -1.43
H 1.91 0.67 -3.29
H 0.34 -6.82 0.33
H -3.76 -0.50 -4.06
H 3.35 -0.30 3.85
H -5.44 -1.08 -4.17
H -2.10 -8.66 5.13
H -1.48 -9.64 -1.61
H -0.12 -7.09 6.41
H 1.82 -2.48 1.75
H 2.49 4.60 -2.14
H -0.15 2.60 8.63
```

Its LUMO energy is -0.028 Eh. The calculation puts the energy at -86950.8122 eV. The molecular weight is 838.0 g/mol.